Version 1
A 11-piece molecular cluster, C5H35N2O11 overall, computed with ωB97M-V/def2-TZVPD.

Its HOMO energy is -12.58 eV. The LUMO energy is -0.092 Ha. Its gap between HOMO and LUMO is 10.061 eV.

Geometry as ORCA input:
```
! wB97M-V def2-TZVPD RIJCOSX def2/J DEFGRID3
* xyz 1 1
O 0.136 4.085 1.782
O 3.461 -2.449 -0.035
O -3.954 -2.123 -1.828
O -1.660 -3.477 0.216
O -0.427 0.705 3.890
O 3.946 0.125 1.115
O 1.727 -2.628 2.078
O -2.612 1.338 2.271
O 3.352 -0.803 -2.611
O -0.639 -0.115 -4.794
O -3.885 -0.715 0.507
N -1.694 1.094 -1.357
N -0.342 1.484 1.016
C 0.461 0.953 -0.160
C -1.427 2.359 -2.057
C 1.677 0.170 0.261
C -0.512 0.281 -1.124
C 3.012 0.870 0.326
H -2.344 0.949 3.107
H -0.370 2.622 -1.990
H 0.056 -0.053 -2.002
H 1.495 -0.283 1.248
H 1.666 -0.814 -0.211
H 3.592 0.057 2.008
H -1.817 2.419 -3.053
H -3.639 -2.285 -2.723
H 2.144 -2.575 1.193
H -1.808 3.193 -1.463
H -0.699 -0.212 4.017
H -4.596 -1.186 0.052
H -1.515 -2.758 0.831
H -1.349 1.351 0.824
H 3.465 1.055 -0.638
H -3.415 0.898 1.958
H -0.011 1.080 1.889
H -0.403 -0.643 -4.029
H -0.847 -0.688 -0.729
H 4.229 -0.555 -2.297
H -0.129 2.500 1.080
H -2.323 0.544 -1.927
H 0.300 4.507 2.635
H 1.714 -3.555 2.332
H 2.960 1.861 0.794
H -0.255 1.050 4.771
H 3.505 -1.360 -3.381
H 0.060 0.497 -5.026
H -0.232 4.825 1.280
H -1.212 -4.282 0.482
H 4.097 -1.839 0.353
H 3.163 -2.199 -0.916
H -3.421 -0.432 -0.291
H 0.800 1.821 -0.725
H -3.539 -2.773 -1.245
*
```

Atom charges from the Mulliken analysis, given in e for atoms 1 to 2: -0.61 -0.70

Version 2
A 12-piece molecular cluster, C5H35N2O11 overall, computed with ωB97M-V/def2-TZVPD.

Its HOMO energy is -13.48 eV. The LUMO energy is -0.083 Ha. Its gap between HOMO and LUMO is 11.211 eV.

Geometry as ORCA input:
```
! wB97M-V def2-TZVPD RIJCOSX def2/J DEFGRID3
* xyz 1 1
O 4.229 0.502 1.977
O 2.677 3.308 1.495
O -0.605 -0.626 -3.875
O -0.116 -0.568 4.267
O -3.775 -0.834 -2.200
O 3.087 -0.802 -0.288
O 1.709 -1.388 -2.704
O -2.585 -0.422 2.950
O -1.808 -2.706 -2.253
O 2.005 0.890 3.393
O -4.583 1.257 -0.727
N 0.712 -0.900 1.051
N 1.026 -2.886 -0.027
C -1.164 1.684 -0.998
C -0.140 1.120 0.024
C 1.389 -2.009 0.881
C -0.306 -0.382 0.140
C -0.550 2.557 -2.061
H -5.055 1.368 0.102
H -1.221 3.193 -2.635
H -0.939 0.030 -3.255
H -3.284 -0.500 3.623
H -4.457 -1.511 -2.211
H 2.192 -2.233 1.563
H 4.561 1.411 1.811
H 2.232 4.153 1.354
H 0.402 -0.579 5.069
H 1.947 -2.034 -3.372
H -1.955 0.941 -1.180
H 1.170 -0.295 1.714
H -2.471 -1.982 -2.439
H 0.175 -2.785 -0.558
H -4.009 -0.189 -1.488
H 0.932 -1.036 -3.224
H -3.688 1.268 -0.378
H 4.186 0.145 1.077
H -1.259 -0.730 0.551
H -2.205 -3.501 -2.610
H 2.093 2.634 1.855
H -1.781 -0.748 3.368
H 1.497 -3.765 -0.128
H -0.193 -0.756 -0.877
H 0.905 1.322 -0.250
H 1.862 1.703 3.909
H -0.220 1.746 0.916
H -1.839 2.313 -0.383
H 2.961 0.720 3.360
H -1.202 -1.392 -3.833
H 0.045 2.055 -2.837
H 2.760 -1.043 -1.177
H 0.192 3.200 -1.579
H 0.444 -0.058 3.656
H 4.016 -0.859 -0.558
*
```

Atom charges from the Mulliken analysis, given in e for atoms 1 to 2: -0.64 -0.61

The winner here is version 2, beating the second structure by 0.0295 hartree.

Version 1
A 2-piece molecular cluster, C14H16O overall, computed with ωB97M-V/def2-TZVPD.

Its HOMO energy is -8.23 eV. The LUMO energy is 0.030 Ha. The structure (SMILES) is Cc1ccc(O)cc1.Cc1ccccc1. Its gap between HOMO and LUMO is 9.058 eV.

Geometry as ORCA input:
```
! wB97M-V def2-TZVPD RIJCOSX def2/J DEFGRID3
* xyz 0 1
O 1.026 -0.387 2.263
C -0.806 -4.037 -1.951
C 1.081 1.834 2.973
C 0.860 0.938 1.928
C -0.519 -2.820 -2.556
C 0.340 -1.910 -1.956
C -1.276 -2.541 -3.825
C -0.344 5.054 1.578
C -0.539 -4.024 -0.581
C 0.704 -1.935 -0.628
C 0.089 3.603 1.652
C 0.147 -3.020 0.089
C 0.500 3.120 2.906
C 0.537 1.442 0.650
C 0.180 2.761 0.550
H 1.327 -1.245 -0.084
H -0.807 -4.887 0.017
H 1.290 1.418 3.949
H -1.402 5.116 1.283
H 0.889 -1.171 -2.568
H 0.462 3.816 3.723
H 1.041 -0.963 1.478
H -1.328 -4.827 -2.445
H -0.249 5.622 2.496
H 0.422 5.540 0.972
H -2.323 -2.296 -3.585
H -0.943 -1.633 -4.314
H -0.234 3.256 -0.336
H -1.280 -3.359 -4.550
H 0.702 0.840 -0.217
H 0.453 -3.303 1.093
*
```

Atom charges from the Mulliken analysis, given in e for atoms 1 to 2: -0.53 -0.62

Version 2
A 2-piece molecular cluster, C14H16O overall, computed with ωB97M-V/def2-TZVPD.

Its HOMO energy is -8.20 eV. The LUMO energy is 0.032 Ha. The structure (SMILES) is Cc1ccc(O)cc1.Cc1ccccc1. Its gap between HOMO and LUMO is 9.059 eV.

Geometry as ORCA input:
```
! wB97M-V def2-TZVPD RIJCOSX def2/J DEFGRID3
* xyz 0 1
O 0.192 1.865 0.784
C -0.184 2.892 -1.300
C -0.552 2.782 -2.640
C 0.932 -1.742 3.056
C 1.960 -1.198 2.286
C 0.700 -1.656 0.299
C -0.368 -2.093 1.076
C -1.035 0.690 -0.925
C -1.453 0.598 -2.239
C 1.162 -1.947 4.528
C -0.379 1.818 -0.451
C 1.872 -1.222 0.900
C -1.269 1.680 -3.099
C -0.259 -2.143 2.459
C -1.453 1.504 -4.595
H -1.224 2.455 -5.087
H -1.877 -0.350 -2.539
H -0.355 3.579 -3.343
H 2.755 -0.685 2.812
H -1.225 -2.511 0.562
H -2.433 1.155 -4.901
H 0.963 -3.001 4.755
H -1.164 -2.330 3.016
H 0.685 -1.795 -0.759
H 0.275 0.970 1.155
H 0.578 -1.306 5.189
H -1.264 -0.077 -0.204
H -0.625 0.905 -4.968
H 2.613 -0.781 0.256
H 2.197 -1.877 4.866
H 0.234 3.822 -0.949
*
```

Atom charges from the Mulliken analysis, given in e for atoms 1 to 2: -0.59 -0.45

Version 3
One molecule with the formula C14H16O, computed with ωB97M-V/def2-TZVPD.

Its HOMO energy is -8.58 eV. The LUMO energy is 0.029 Ha. The structure (SMILES) is CC1=CC=C[C@H](C)[C@@]1(O)c1ccccc1. Its gap between HOMO and LUMO is 9.363 eV.

Geometry as ORCA input:
```
! wB97M-V def2-TZVPD RIJCOSX def2/J DEFGRID3
* xyz 0 1
O -0.959 0.160 1.755
C -2.904 -1.126 -0.764
C 0.836 0.464 0.392
C -1.532 1.001 -0.611
C -0.592 -1.470 -0.074
C 3.624 1.036 0.283
C 0.183 -2.289 0.901
C 1.610 0.697 1.503
C -1.947 -1.958 -0.287
C 1.480 0.598 -0.803
C -1.205 2.410 -0.753
C -0.549 -0.030 0.437
C 2.859 0.868 -0.903
C -2.650 0.359 -1.025
C 2.989 0.976 1.471
H -3.989 -1.359 -0.935
H -3.353 0.998 -1.667
H -0.495 -2.215 1.783
H 4.672 1.054 0.148
H 1.119 -1.700 1.218
H 0.833 0.662 -1.594
H 0.352 -3.285 0.650
H -0.382 2.539 -1.526
H -1.897 0.492 1.750
H 3.492 0.913 2.401
H -1.004 2.886 0.138
H -2.309 -2.953 -0.094
H 1.162 0.579 2.450
H 0.047 -1.457 -0.887
H 3.258 0.952 -1.836
H -1.987 2.857 -1.325
*
```

Atom charges from the Mulliken analysis, given in e for atoms 1 to 2: -0.62 -0.49

The winner here is version 2, beating the second structure by 0.0371 hartree.

Version 1
A 6-piece molecular cluster, C24H66N6O6 overall, computed with ωB97M-V/def2-TZVPD.

Its HOMO energy is -8.85 eV. The LUMO energy is 0.024 Ha. The structure (SMILES) is COC[C@H](C)N.COC[C@H](C)N.COC[C@H](C)N.COC[C@H](C)N.COC[C@H](C)N.COC[C@H](C)N. Its gap between HOMO and LUMO is 9.491 eV.

Geometry as ORCA input:
```
! wB97M-V def2-TZVPD RIJCOSX def2/J DEFGRID3
* xyz 0 1
O -5.323 -9.984 -13.027
O -11.987 -8.242 -12.225
O -11.048 -15.733 -11.916
O -4.276 -12.477 -20.402
O -3.964 -6.225 -16.965
O -6.332 -6.240 -8.931
N -7.909 -8.612 -8.894
N -1.423 -13.511 -21.321
N -7.979 -13.964 -13.040
N -10.130 -7.769 -14.171
N -1.944 -5.568 -15.262
N -6.036 -12.302 -14.656
C -5.057 -11.808 -19.401
C -3.436 -13.470 -19.859
C -3.208 -7.262 -16.309
C -5.222 -5.435 -8.687
C -2.664 -14.160 -20.973
C -9.905 -13.022 -12.011
C -4.662 -11.848 -14.403
C -8.620 -9.733 -13.660
C -4.263 -11.045 -15.635
C -6.974 -6.702 -7.738
C -9.815 -15.580 -12.596
C -10.801 -9.101 -12.195
C -11.112 -15.908 -10.553
C -8.229 -7.492 -8.022
C -9.097 -14.285 -12.148
C -5.289 -6.041 -16.470
C -0.981 -7.802 -15.265
C -13.188 -8.986 -12.228
C -4.391 -11.016 -13.131
C -2.254 -15.544 -20.531
C -8.755 -8.053 -6.713
C -5.312 -9.467 -11.680
C -10.055 -9.113 -13.633
C -1.834 -6.773 -16.016
H -2.517 -4.922 -15.787
H -4.500 -11.664 -12.261
H -7.182 -9.265 -8.637
H -5.604 -5.082 -16.880
H -9.029 -7.241 -6.040
H -1.078 -13.994 -22.138
H -3.236 -14.144 -21.901
H -8.009 -8.589 -6.126
H -7.598 -8.292 -9.800
H -12.136 -16.166 -10.283
H -10.964 -10.118 -11.839
H -10.947 -14.948 -10.063
H -3.248 -10.667 -15.520
H -1.521 -6.522 -17.029
H -4.205 -11.725 -16.485
H -8.628 -10.817 -13.541
H -7.932 -9.184 -13.016
H -6.008 -9.968 -11.007
H -0.868 -8.744 -15.800
H -1.574 -12.564 -21.639
H -4.399 -11.550 -18.571
H -13.246 -9.693 -11.401
H -3.110 -8.134 -16.955
H -7.520 -14.811 -13.343
H -9.225 -16.495 -12.645
H -9.872 -7.100 -13.460
H -2.934 -13.080 -18.974
H -9.393 -12.136 -11.636
H -10.406 -16.565 -10.045
H -10.158 -8.664 -11.430
H -3.646 -7.651 -15.390
H -1.133 -5.003 -15.053
H -5.557 -4.633 -8.029
H -11.034 -7.436 -14.476
H -4.900 -4.935 -9.600
H -8.482 -13.678 -13.868
H -10.004 -12.671 -13.038
H -1.488 -8.056 -14.334
H -1.781 -15.595 -19.550
H -6.239 -12.930 -13.893
H -5.888 -12.425 -19.058
H -8.194 -9.507 -14.637
H -1.533 -15.868 -21.282
H -4.496 -5.998 -8.101
H -3.955 -12.673 -14.481
H -3.088 -16.230 -20.678
H -6.294 -7.167 -7.023
H -7.295 -5.761 -7.292
H -14.125 -8.435 -12.306
H -10.189 -15.379 -13.600
H -13.115 -9.628 -13.106
H -5.012 -10.283 -15.848
H -5.978 -6.806 -16.829
H -5.748 -8.470 -11.620
H -4.325 -9.242 -11.276
H -5.522 -10.931 -19.850
H -3.345 -10.712 -13.096
H -9.673 -8.635 -6.791
H -4.147 -14.169 -19.418
H -0.055 -7.406 -14.847
H -9.031 -6.956 -8.531
H -10.627 -9.682 -14.366
H -6.630 -11.523 -14.410
H -10.888 -13.180 -11.566
H -5.525 -5.907 -15.415
H -8.792 -14.398 -11.108
*
```

Atom charges from the Mulliken analysis, given in e for atoms 1 to 2: -0.08 -0.39

Version 2
A 6-piece molecular cluster, C24H66N6O6 overall, computed with ωB97M-V/def2-TZVPD.

Its HOMO energy is -9.16 eV. The LUMO energy is 0.023 Ha. The structure (SMILES) is COC[C@H](C)N.COC[C@H](C)N.COC[C@H](C)N.COC[C@H](C)N.COC[C@H](C)N.COC[C@H](C)N. Its gap between HOMO and LUMO is 9.790 eV.

Geometry as ORCA input:
```
! wB97M-V def2-TZVPD RIJCOSX def2/J DEFGRID3
* xyz 0 1
O -3.017 -7.704 7.534
O 10.030 -1.972 -0.537
O -1.083 11.574 -0.465
O -8.839 2.539 -2.718
O -2.842 -0.331 1.652
O 5.013 -2.532 -7.510
N 1.067 11.204 1.500
N 0.712 -1.323 1.073
N 7.673 -0.278 -0.646
N 2.575 -4.219 -7.130
N -6.155 4.224 -0.724
N -6.362 -8.337 6.176
C -1.730 -7.210 7.085
C 8.292 0.671 1.467
C -0.576 -0.592 0.766
C 5.079 -3.914 -7.005
C 0.412 10.125 0.757
C -1.600 -1.007 1.800
C 9.433 -1.557 0.684
C -1.030 10.441 0.461
C -5.123 -9.631 7.900
C -7.657 2.588 -1.940
C -7.125 5.037 -2.748
C 0.541 8.838 1.695
C -7.271 4.055 -1.575
C 11.415 -2.429 -0.431
C -3.976 -7.799 6.500
C 8.786 -0.099 0.277
C -9.390 1.249 -2.712
C 3.759 -4.115 -6.265
C 3.791 -5.418 -5.515
C -5.321 -8.243 7.205
C 6.293 -2.122 -7.958
C -0.821 -0.759 -0.712
C -3.879 -0.830 2.524
C -2.436 11.777 -0.890
H -1.127 -0.869 2.772
H -2.451 12.538 -1.671
H -8.645 0.756 -3.336
H -4.291 -1.728 2.064
H -3.662 -8.618 5.853
H -2.806 10.947 -1.492
H -1.850 -6.136 6.940
H 7.686 1.543 1.225
H 11.654 -2.423 -1.495
H 8.685 -2.240 1.086
H -1.180 -1.760 -0.949
H 4.954 -4.492 -7.921
H 7.865 -0.009 2.204
H 2.900 -4.686 -7.964
H 3.666 -3.276 -5.575
H 6.289 -2.236 -9.042
H -0.348 0.463 0.917
H 0.574 11.235 2.380
H -5.345 4.241 -1.327
H -7.732 2.005 -1.022
H -1.797 -2.076 1.723
H -7.249 -8.453 6.645
H 1.609 8.622 1.658
H 9.249 1.006 1.866
H -7.781 5.053 -3.618
H 0.597 -2.306 0.874
H -1.819 10.615 1.192
H -5.553 -7.446 7.912
H -6.792 2.142 -2.430
H -3.408 -1.033 3.486
H -4.501 -9.548 8.791
H 3.907 -6.285 -6.166
H 6.369 -1.049 -7.782
H 12.064 -1.646 -0.040
H 5.963 -4.158 -6.415
H -4.635 -0.063 2.691
H 2.485 -3.272 -7.469
H -0.059 7.960 1.456
H -7.199 6.078 -2.434
H 7.226 -2.523 -7.562
H 0.901 9.955 -0.202
H -4.228 -6.889 5.956
H -6.307 -7.589 5.499
H 9.388 0.571 -0.337
H -0.050 -0.525 -1.447
H 4.651 -5.362 -4.848
H -6.092 4.897 -3.065
H -1.026 -7.327 7.909
H 11.583 -3.366 0.099
H 8.123 -0.771 -1.404
H 1.423 -0.889 0.502
H 1.019 12.146 1.139
H 0.355 9.140 2.726
H -10.325 1.460 -3.231
H 2.947 -5.507 -4.831
H -6.157 3.372 -0.182
H 10.195 -1.307 1.422
H -3.155 12.090 -0.133
H -9.519 0.854 -1.705
H -8.168 4.301 -1.007
H 7.642 0.658 -1.024
H -6.096 -9.987 8.239
H -4.737 -10.394 7.224
H -1.477 9.644 -0.133
H -1.696 -0.179 -1.004
H -1.338 -7.772 6.238
*
```

Atom charges from the Mulliken analysis, given in e for atoms 1 to 2: -0.30 -0.34

The winner here is version 1, beating the second structure by 0.0335 hartree.

Version 1
One molecule with the formula C4H7N3O, computed with ωB97M-V/def2-TZVPD.

Its HOMO energy is -8.64 eV. The LUMO energy is 0.030 Ha. The structure (SMILES) is [H]/N=C1/NN2C[C@H]2CO1. Its gap between HOMO and LUMO is 9.473 eV.

Geometry as ORCA input:
```
! wB97M-V def2-TZVPD RIJCOSX def2/J DEFGRID3
* xyz 0 1
O -0.794 1.168 -0.001
N -0.413 -1.189 0.094
N 0.841 -0.695 -0.480
N -2.498 -0.556 0.075
C -1.253 -0.094 0.044
C 2.177 -0.810 0.064
C 1.319 0.412 0.350
C 0.654 1.612 -0.136
H 2.954 -0.571 -0.797
H 0.557 2.450 0.567
H 0.967 0.177 1.424
H 0.567 1.918 -1.272
H -3.163 0.175 0.000
H 2.437 -1.342 1.007
H -0.859 -1.786 -0.686
*
```

Atom charges from the Mulliken analysis, given in e for atoms 1 to 2: -0.40 -0.32

Version 2
One molecule with the formula C4H7N3O, computed with ωB97M-V/def2-TZVPD.

Its HOMO energy is -7.65 eV. The LUMO energy is 0.034 Ha. The structure (SMILES) is CNc1ncoc1N. Its gap between HOMO and LUMO is 8.573 eV.

Geometry as ORCA input:
```
! wB97M-V def2-TZVPD RIJCOSX def2/J DEFGRID3
* xyz 0 1
O -2.198 0.421 -0.009
N 0.995 -1.057 -0.097
N -0.272 1.891 -0.007
N -1.338 -1.592 0.007
C -2.409 -0.886 -0.017
C -0.839 0.607 -0.067
C 2.169 -0.247 -0.005
C -0.305 -0.628 -0.068
H 2.600 -0.252 0.990
H 2.949 -0.653 -0.657
H -3.398 -1.305 -0.076
H 1.076 -1.965 0.268
H -0.379 2.451 -0.825
H 1.884 0.776 -0.271
H -0.534 2.440 0.835
*
```

Atom charges from the Mulliken analysis, given in e for atoms 1 to 2: -0.42 -0.25

The winner here is version 2, beating the second structure by 0.1579 hartree.

Version 1
One molecule with the formula C4H7N3O, computed with ωB97M-V/def2-TZVPD.

Its HOMO energy is -8.70 eV. The LUMO energy is 0.001 Ha. The structure (SMILES) is C/N=c1/cc[nH]n1O. Its gap between HOMO and LUMO is 8.744 eV.

Geometry as ORCA input:
```
! wB97M-V def2-TZVPD RIJCOSX def2/J DEFGRID3
* xyz 0 1
O -0.072 1.403 0.798
N 1.517 -0.942 -0.131
N -1.652 0.561 -0.608
N -0.163 0.743 -0.630
C -0.905 -1.313 0.321
C 0.303 -0.574 -0.302
C 2.477 -0.057 0.001
C -2.004 -0.618 0.295
H -1.891 1.686 -0.415
H 0.968 1.946 0.506
H 3.769 -0.296 -0.091
H -1.016 -2.254 0.650
H -2.961 -0.841 0.365
H 2.242 0.893 -0.656
H 2.324 0.484 0.949
*
```

Atom charges from the Mulliken analysis, given in e for atoms 1 to 2: -0.52 -0.41

Version 2
C4H7N3O as an isolated structure, computed with ωB97M-V/def2-TZVPD.

Its HOMO energy is -7.66 eV. The LUMO energy is 0.031 Ha. Its gap between HOMO and LUMO is 8.497 eV.

Geometry as ORCA input:
```
! wB97M-V def2-TZVPD RIJCOSX def2/J DEFGRID3
* xyz 0 1
O 0.052 -1.713 -2.013
N -1.631 -0.682 -0.766
N 0.527 -1.187 0.186
N -0.865 0.637 -0.755
C -0.058 0.605 0.373
C -0.119 -0.495 1.335
C 0.857 1.762 0.534
C -0.336 -1.125 -0.888
H 0.260 2.662 0.703
H -1.101 -0.860 1.634
H 1.514 1.634 1.393
H 1.462 1.906 -0.361
H -2.111 -0.691 -1.662
H 0.961 -2.021 -1.872
H 0.586 -0.431 2.159
*
```

Atom charges from the Mulliken analysis, given in e for atoms 1 to 2: -0.43 -0.36

The winner here is version 2, beating the second structure by 0.1297 hartree.